Record 1
11
Properties=species:S:1:pos:R:3:forces:R:3:lowdin_charge:R:1 method="wB97M-V/def2-TZVPD" de_lowest_kcal_mol=106.7 total_charge=0 e_homo_ha="-0.3106 / -0.3008" lumo_energy_ev="0.04 / -0.96"
C -1.544087 2.154615 0.794345 -0.461 -0.670 -0.614 0.1112
C -0.928656 1.351338 0.098057 1.002 -0.335 0.053 -0.1759
C 0.021888 -0.906948 -0.264647 0.556 0.468 2.158 -0.2811
C -0.082606 0.546152 -0.652157 -1.373 0.640 0.913 -0.0865
C 1.412684 -1.247811 0.283363 -0.630 2.068 1.508 -0.5657
Cl 2.522628 -2.339265 -0.436603 -0.580 0.565 0.187 0.5990
H -2.522421 2.510060 0.989080 -0.188 0.590 0.520 0.0203
H -0.816987 -1.068638 0.492271 1.365 0.109 -0.485 0.1360
H -0.144674 -1.655546 -0.949595 -0.742 -1.173 -2.441 0.0593
H 0.325528 1.164761 -1.430709 0.877 -0.843 -0.648 0.1006
H 1.756703 -0.508717 1.076594 0.174 -1.417 -1.152 0.0830

***

Record 2
14
Properties=species:S:1:pos:R:3:forces:R:3:lowdin_charge:R:1 method="wB97M-V/def2-TZVPD" de_lowest_kcal_mol=44.8 total_charge=0 e_homo_ha=-0.3177 lumo_energy_ev=-0.05
H -1.644373 -0.982187 -2.083390 0.110 0.537 0.444 0.0827
N -1.277073 -0.245860 -1.455772 0.230 -1.699 -2.502 0.1192
C -1.853319 -0.127742 -0.376814 -1.438 -0.853 -0.915 -0.8462
Cl -3.382377 -0.978579 0.093927 0.705 0.242 -0.113 0.5816
C -1.379656 0.841375 0.501875 0.793 0.933 2.023 -0.1619
C -0.109064 1.171992 0.726281 -0.522 -1.155 -0.394 -0.1015
C 1.195863 0.762003 0.244323 0.252 -0.516 -0.064 -0.1952
C 1.712226 -0.464584 0.003303 -1.262 0.587 0.834 -1.0284
S 3.349013 -0.935119 -0.365888 0.729 2.353 -0.139 0.7881
Cl 0.685108 -1.844324 0.311304 0.071 0.069 -0.119 0.6642
H -2.106494 1.358839 1.062865 -0.765 0.524 0.709 0.0911
H -0.010746 1.932279 1.438070 0.167 1.300 0.918 0.0911
H 1.743385 1.690673 0.296017 1.253 -0.384 -0.605 0.1078
H 3.077503 -2.178771 -0.396103 -0.321 -1.938 -0.078 -0.1926

***

Record 3
14
Properties=species:S:1:pos:R:3:forces:R:3:lowdin_charge:R:1 method="wB97M-V/def2-TZVPD" total_charge=0 e_homo_ha=-0.3198 lumo_energy_ev=0.54
C -1.933564 -0.873613 -0.717342 -1.687 -0.302 1.274 -0.1313
C -0.623050 -1.355249 -0.226538 -1.130 1.040 -0.290 -0.8955
Cl 0.005822 -2.683305 -0.998044 0.739 -1.890 -1.026 0.7595
C 0.056222 -0.812228 0.748585 1.799 0.156 0.770 -0.5177
S -0.365569 0.693881 1.505465 -0.140 0.656 0.296 0.8929
C 0.767307 1.721707 0.596151 3.066 -1.573 -0.485 -1.0802
Cl 0.151136 3.032553 -0.251396 -0.497 1.254 -0.144 0.6635
C 2.079504 1.330712 0.397367 -4.143 0.943 0.874 -0.7427
Cl 3.307195 2.128724 -0.340412 1.216 1.404 -1.220 0.7081
H -2.700722 -1.590034 -0.223527 0.865 1.186 -1.066 0.1198
H -2.045924 -0.907608 -1.814505 0.121 0.053 0.601 0.0822
H -2.098662 0.146122 -0.273175 -0.088 -0.984 -0.783 0.0560
H 1.057791 -1.187721 0.991220 -0.621 -0.192 0.066 0.0704
H 2.342514 0.356058 0.606152 0.499 -1.751 1.135 0.0149

***

Record 4
13
Properties=species:S:1:pos:R:3:forces:R:3:lowdin_charge:R:1 method="wB97M-V/def2-TZVPD" de_lowest_kcal_mol=92.5 smiles="C=C(C)C(Cl)=C(F)F" total_charge=0 e_homo_ha=-0.3471 lumo_energy_ev=0.44
C -1.951312 -0.760488 -0.323166 -1.890 -0.127 -0.434 -0.0198
C -0.700890 -0.410921 -0.182120 6.161 0.893 2.430 -0.3346
C 0.460003 -0.936266 1.067696 1.280 -0.357 0.490 -0.0668
C 0.094773 0.737974 -0.770730 -2.806 0.503 0.445 -0.4586
Cl -1.027399 2.046722 -1.408726 0.879 -1.009 0.043 0.6215
C 1.325680 1.229171 -0.577925 1.262 -2.264 -0.790 -0.4340
F 2.478823 0.634299 -0.147887 -1.695 0.313 -0.005 0.0728
F 1.709482 2.263629 -1.224849 0.428 2.071 -0.386 0.1309
H -2.658679 -0.235743 -1.164281 1.742 -1.608 2.540 0.1156
H -2.233990 -1.527987 0.478239 -0.373 1.019 -1.792 0.0902
H 0.163913 -1.905302 1.676903 0.241 2.147 -1.374 0.0685
H 0.597834 -0.016403 1.790150 -0.766 -1.863 -1.269 0.0755
H 1.741760 -1.118685 0.786698 -4.465 0.283 0.102 0.1389

***

Record 5
13
Properties=species:S:1:pos:R:3:forces:R:3:lowdin_charge:R:1 method="wB97M-V/def2-TZVPD" de_lowest_kcal_mol=46.7 total_charge=0 e_homo_ha=-0.3149 lumo_energy_ev=0.79
C -1.589518 -0.869230 -0.152709 -1.970 -1.175 -1.183 -0.0388
N -1.574865 0.376945 -0.262374 -1.979 -1.020 -2.067 0.0001
C -0.817374 1.271503 0.351508 1.800 1.201 0.737 -0.1986
C 0.513019 1.243194 0.245030 0.754 1.604 0.884 -0.1631
C 1.283081 0.272958 -0.478800 -0.960 1.397 -2.673 -0.1426
C 1.443962 -0.915727 -0.008303 0.136 -1.824 0.116 -0.7640
F 1.813849 -1.944499 -0.761632 0.518 -0.360 -0.005 0.0254
Cl 1.093224 -1.382308 1.605223 0.426 -0.214 0.221 0.7649
H -2.177794 -1.546680 -0.909947 1.084 1.528 1.311 0.1147
H -1.232036 -1.361171 0.720905 0.610 -0.554 0.509 0.0184
H -1.236208 2.202999 0.691942 -0.544 -0.051 0.274 0.1153
H 1.091386 2.103478 0.547056 -0.277 0.408 0.236 0.1013
H 1.389273 0.548539 -1.587900 0.402 -0.941 1.640 0.1670

***

Record 6
13
Properties=species:S:1:pos:R:3:forces:R:3:lowdin_charge:R:1 method="wB97M-V/def2-TZVPD" de_lowest_kcal_mol=105.6 total_charge=0 e_homo_ha="-0.3172 / -0.3172" lumo_energy_ev="-0.39 / -0.39"
C -0.425224 0.504847 -1.764968 2.933 -0.857 6.553 0.1572
C 0.763817 1.010319 -1.388250 -1.394 -0.879 -2.220 -0.2623
C 1.266166 -0.061220 0.668085 -2.145 0.346 0.400 -0.1250
C -0.153503 -0.316754 1.388691 1.352 2.434 -1.333 -0.1373
C -1.212181 -0.590069 0.384573 0.594 0.727 -2.493 -0.7376
N 1.579721 0.516671 -0.395717 0.654 -0.582 0.935 0.0284
F -2.345605 0.018356 0.691238 -0.652 0.408 -0.065 -0.0059
Cl -1.550982 -2.227751 -0.110576 0.331 0.084 0.254 0.6736
H -1.011713 0.695715 -2.551570 -2.322 0.625 -2.678 -0.0114
H 1.395548 1.527707 -2.117481 -0.527 0.526 0.026 0.0940
H 2.041458 -0.542658 1.196369 1.037 -0.329 0.711 0.0889
H 0.121708 -1.144518 1.988989 -0.472 -0.901 0.896 0.0812
H -0.469210 0.609354 2.010615 0.611 -1.600 -0.987 0.1561

***

Record 7
14
Properties=species:S:1:pos:R:3:forces:R:3:lowdin_charge:R:1 method="wB97M-V/def2-TZVPD" de_lowest_kcal_mol=57.9 total_charge=0 e_homo_ha=-0.3089 lumo_energy_ev=-1.07
C -0.142622 -0.400702 -1.872527 -0.808 -1.098 -0.584 -0.3773
C -0.718442 -1.007005 0.432905 1.178 1.234 -0.195 -0.4843
C 1.332724 0.024197 -0.247951 0.620 -0.111 1.025 0.0825
C -0.638088 -1.332800 -0.903007 -0.567 -0.057 -1.703 -0.6428
C -0.102753 1.327580 1.320858 -1.069 -0.381 -0.812 -0.0032
N 0.173572 0.190894 -2.819809 0.211 0.212 0.415 0.1686
N 0.351677 0.159901 0.596743 -0.252 -1.266 -1.238 -0.0557
O -1.356184 -1.290765 1.382946 -0.971 -0.798 1.275 0.1037
Cl -1.618158 -2.596020 -1.616966 0.112 0.221 0.468 0.6676
H 1.733236 -1.021258 -0.591629 -1.001 2.363 0.877 0.1699
H 1.803883 0.955755 -0.539503 0.575 -0.196 -0.115 0.1184
H 0.636315 1.848525 1.767610 3.098 1.564 0.931 0.0604
H -0.778263 2.071744 0.940884 -0.153 -0.020 -1.792 0.1124
H -0.676896 1.069953 2.149446 -0.971 -1.667 1.450 0.0797

***

Record 8
15
Properties=species:S:1:pos:R:3:forces:R:3:lowdin_charge:R:1 method="wB97M-V/def2-TZVPD" de_lowest_kcal_mol=82.9 smiles=Cc1cc2cnnn2n1Cl total_charge=0 e_homo_ha=-0.3023 lumo_energy_ev=-0.20
C -0.951764 -1.369208 0.200029 0.483 1.317 -1.437 -0.0345
C 0.272590 -0.459450 0.196191 -2.375 -0.288 -1.290 -0.3343
C 0.366587 0.904790 -0.084032 -1.229 -2.542 0.912 0.0331
C 1.742822 1.170282 -0.093533 1.324 0.467 0.202 -0.1804
C 2.824585 2.068939 -0.162869 -0.993 -5.144 0.561 -0.0713
N 3.907753 1.300343 0.008138 2.094 0.870 0.177 -0.0352
N 3.687005 0.046949 0.215469 0.212 -0.482 -0.170 0.0247
N 2.371968 -0.049836 0.152957 -0.525 2.778 -1.052 -0.1585
N 1.486897 -1.038851 0.229852 1.791 -1.041 1.138 -0.4359
Cl 2.082686 -2.578769 -0.199960 -0.799 0.501 0.193 0.7589
H -0.771860 -2.312582 0.752102 -0.210 0.491 -0.703 0.0759
H -1.202760 -1.437736 -0.929299 0.022 -0.662 1.999 0.1184
H -1.727717 -0.775873 0.690237 -0.188 -0.421 -0.107 0.0735
H -0.563274 1.436496 -0.194988 0.444 0.662 0.022 0.1110
H 2.963505 3.053582 -0.251329 -0.052 3.494 -0.444 0.0546

***

no.,energy (Ha)
1,-653.5108
2,-1566.7786
3,-1972.2170
4,-853.2837
5,-808.2340
6,-808.1401
7,-838.3455
8,-872.5932